C2H5NO2 | the ωB97M-V functional and the def2-TZVPD basis

The geometry in XYZ format:
```
10
Properties=species:S:1:pos:R:3:forces:R:3
O 0.396 0.557 -1.865 0.38 1.18 -0.01
C 0.241 -0.282 -0.992 1.03 -3.16 -2.62
O 1.374 -0.983 -0.544 -0.10 1.05 0.02
C -0.493 0.543 0.308 -0.12 2.31 2.69
N -0.390 -0.232 1.376 -2.21 -0.83 0.05
H -0.508 -1.071 -1.261 -0.57 0.28 0.91
H 0.097 1.485 0.361 -0.69 0.31 0.04
H -1.510 0.744 -0.032 0.22 -0.77 -1.31
H -0.450 0.310 2.244 1.92 0.16 -0.13
H 1.242 -1.071 0.404 0.15 -0.54 0.36
```
Positions in Å, forces in eV/Å.

Its energy relative to the best compared isomer or geometry (same formula, charge and spin) is 571.4 kJ/mol. The HOMO energy is -9.328 eV. Its spin multiplicity is 1. As for the total energy: -284.2497 Ha.

Atomic partial charges in e from the natural (NBO) method, atoms 1 to 8:
1 O -0.437
2 C 0.435
3 O -0.692
4 C -0.210
5 N -0.578
6 H 0.186
7 H 0.180
8 H 0.270

---

C19H20ClN3O3 | the ωB97M-V functional and the def2-TZVPD basis

The geometry in XYZ format:
```
46
Properties=species:S:1:pos:R:3:forces:R:3
O 1.284 6.009 -1.771 -2.49 -0.32 -1.63
O -2.950 -2.966 -1.959 -1.24 -1.10 -0.25
Cl -3.424 0.042 -2.671 0.99 -0.34 0.24
N 2.336 3.647 0.600 -1.68 0.93 -1.00
O 1.776 2.365 0.687 -0.33 -0.68 -0.70
C 1.725 5.849 -0.677 3.43 0.98 -0.53
C -2.121 -2.631 -1.165 1.58 -1.90 0.52
C 1.475 4.427 -0.076 -0.41 -3.14 1.32
C 0.293 3.518 -0.410 1.84 2.79 0.07
C 0.555 2.273 -0.001 0.26 0.96 -0.20
C -1.253 0.942 -1.329 0.79 0.14 0.57
C 0.079 -0.180 0.293 1.51 -1.20 0.54
C -1.953 -0.176 -1.737 0.15 0.88 1.27
C -0.226 1.003 -0.349 0.53 -0.12 0.35
C -1.563 -1.325 -1.087 0.93 0.08 1.12
C -0.560 -1.377 -0.112 0.17 3.42 0.32
N 2.744 6.803 -0.331 -1.46 -0.96 0.58
N -1.340 -3.438 -0.278 -3.57 -2.56 -1.75
C 2.965 8.106 -1.078 -2.50 -1.44 -1.66
C 3.462 6.656 0.873 1.02 0.31 2.09
C -0.418 -2.708 0.498 -0.08 0.17 0.23
C -0.881 -5.427 2.607 -0.90 -1.30 0.05
C -1.374 -6.661 1.835 3.85 -0.03 -0.50
C -2.243 -5.803 -1.035 -0.87 1.03 -0.51
C -0.855 -5.478 1.078 -1.92 0.39 0.48
C -1.832 -4.854 0.073 0.39 2.04 2.22
H -0.556 3.935 -0.860 -1.01 0.07 -0.82
H -1.567 1.817 -1.762 -0.52 2.25 -1.01
H 0.932 -0.184 1.040 -1.29 -0.12 -0.80
H 2.590 9.004 -0.539 0.25 -0.81 0.00
H 3.982 8.301 -1.450 -0.10 -0.62 0.61
H 2.308 7.960 -2.025 1.13 0.52 1.59
H 4.517 6.597 0.637 0.47 0.34 0.17
H 3.305 5.782 1.515 -0.62 -0.31 -0.88
H 3.266 7.467 1.595 0.29 0.21 -0.42
H -0.540 -2.725 1.598 -0.29 0.06 -0.49
H 0.542 -3.089 0.269 1.47 -0.36 0.13
H -1.748 -5.148 3.170 -0.48 1.20 -0.21
H -0.045 -5.459 3.318 0.18 -0.06 -1.04
H -0.672 -7.469 1.628 -0.49 -0.35 0.74
H -2.382 -6.897 1.842 -1.76 -0.24 0.02
H -2.413 -6.769 -0.608 -0.08 -0.60 0.42
H -1.458 -5.908 -1.749 0.58 -0.04 -0.73
H -3.190 -5.510 -1.563 1.09 0.01 0.55
H 0.111 -5.624 0.724 1.68 -0.30 -0.73
H -2.684 -4.695 0.742 -0.50 0.13 -0.36
```
Positions in Å, forces in eV/Å.

Its energy relative to the best compared isomer or geometry (same formula, charge and spin) is 277.8 kJ/mol. The structure (SMILES) is C[C@@H](C1CC1)N1Cc2cc(-c3cc(C(=O)N(C)C)no3)cc(Cl)c2C1=O. The HOMO energy is -9.113 eV. Its spin multiplicity is 1. As for the total energy: -1586.0302 Ha.

Atomic partial charges in e from the natural (NBO) method, atoms 1 to 8:
1 O -0.576
2 O -0.579
3 Cl 0.044
4 N -0.085
5 O -0.302
6 C 0.657
7 C 0.663
8 C 0.070

---

C3H3InO2 | the ωB97M-V functional and the def2-TZVPD basis

The geometry in XYZ format:
```
9
Properties=species:S:1:pos:R:3:forces:R:3
O 0.553 -0.970 0.530 2.44 0.54 -3.47
In -2.242 0.153 2.011 -3.20 3.80 2.89
O -1.500 -1.394 1.131 1.99 -2.73 -1.66
C -0.642 -0.514 0.859 -0.62 -1.14 -0.03
C 1.164 -0.218 -0.507 -0.25 -0.43 5.37
C 0.348 0.717 -1.067 -0.91 0.96 -2.28
H 2.193 0.017 -0.228 0.46 -1.03 -0.89
H -0.633 0.496 -1.490 0.08 0.04 0.17
H 0.759 1.714 -1.240 0.01 0.00 -0.10
```
Positions in Å, forces in eV/Å.

Its energy relative to the best compared isomer or geometry (same formula, charge and spin) is 374.0 kJ/mol. Its charge is +2. The HOMO energy (alpha / beta) is -20.384 / -19.760 eV. Its spin multiplicity is 1. As for the total energy: -455.7583 Ha.

Atomic partial charges in e from the Löwdin method, atoms 1 to 8:
1 O 0.126
2 In 1.437
3 O -0.043
4 C -0.428
5 C 0.127
6 C 0.289
7 H 0.194
8 H 0.142

---

C23H18AgI2N3S | the ωB97M-V functional and the def2-TZVPD basis

The geometry in XYZ format:
```
48
Properties=species:S:1:pos:R:3:forces:R:3
Ag -0.229 0.612 -0.552 -0.22 -0.03 0.14
I -3.086 1.878 -1.138 -0.07 0.11 -0.16
C -2.875 2.801 -3.055 0.40 -0.44 -0.19
I -1.003 3.757 -3.418 -0.29 -0.11 0.13
H -3.642 3.553 -3.095 -0.18 0.14 -0.10
H -3.014 2.021 -3.813 0.07 0.36 0.32
N -0.561 -0.552 3.872 0.18 -0.41 0.71
C -1.763 -0.143 4.487 -0.17 0.32 -0.24
C -2.032 -0.500 5.788 -0.49 0.21 0.49
C -3.216 -0.075 6.411 0.38 0.04 -0.52
C -4.125 0.696 5.705 0.21 -0.37 -0.02
C -3.865 1.041 4.382 0.07 -0.26 0.62
C -2.680 0.646 3.797 -0.15 0.09 -0.26
S -2.341 1.221 2.170 0.58 -0.29 -0.08
N -0.982 0.287 1.720 0.09 0.20 -0.29
C -0.289 -0.412 2.540 -0.36 0.15 -0.12
C 0.944 -1.105 2.041 -0.06 0.06 0.63
C 2.005 -1.418 2.881 0.43 -0.14 0.35
C 3.147 -1.983 2.324 -0.32 0.25 -0.15
C 3.191 -2.196 0.954 0.27 -0.43 0.31
C 2.066 -1.900 0.218 -0.35 0.38 -0.15
N 0.969 -1.361 0.757 0.19 -0.38 -0.97
H -0.078 -1.286 4.386 -0.09 0.34 -0.47
H -1.305 -1.066 6.349 0.08 -0.18 0.06
H -3.409 -0.346 7.434 -0.02 -0.07 0.16
H -5.049 0.991 6.167 -0.22 0.16 0.12
H -4.598 1.617 3.842 0.00 0.14 -0.25
H 1.999 -1.217 3.950 -0.12 0.09 -0.22
H 3.988 -2.213 2.953 0.20 -0.07 0.11
H 4.060 -2.627 0.466 -0.11 0.13 0.13
H 2.069 -2.032 -0.858 -0.20 -0.05 0.05
C 0.412 -0.265 -6.212 -0.07 0.33 -0.12
C -0.661 -0.008 -5.332 -0.35 0.06 0.31
C -0.426 0.183 -4.003 1.20 0.11 0.19
C 0.917 0.225 -3.482 -0.47 -0.03 -0.20
C 1.183 0.532 -2.114 -0.49 -0.08 -0.01
C 2.494 0.543 -1.720 0.39 -0.24 -0.18
C 3.564 0.249 -2.597 -0.41 0.02 -0.08
C 3.311 -0.017 -3.909 -0.09 -0.02 0.30
C 1.982 -0.037 -4.380 -0.17 0.23 -0.15
C 1.690 -0.275 -5.744 0.02 -0.43 -0.28
H 0.228 -0.394 -7.270 -0.06 -0.13 -0.02
H -1.683 0.070 -5.688 0.07 -0.21 -0.18
H -1.211 0.350 -3.285 -0.30 0.05 0.06
H 2.723 0.702 -0.679 0.21 0.20 0.25
H 4.571 0.201 -2.230 0.41 0.13 0.17
H 4.117 -0.220 -4.586 0.30 -0.13 -0.34
H 2.493 -0.527 -6.432 0.08 0.19 0.11
```
Positions in Å, forces in eV/Å.

Its energy relative to the best compared isomer or geometry (same formula, charge and spin) is 0.0 kJ/mol. The HOMO energy is -7.140 eV. Its spin multiplicity is 1. As for the total energy: -2192.0249 Ha.

Atomic partial charges in e from the natural (NBO) method, atoms 1 to 8:
1 Ag 0.640
2 I 0.144
3 C -0.726
4 I 0.170
5 H 0.223
6 H 0.230
7 N -0.592
8 C 0.104

---

C29H26Br2N5O2Sn | the ωB97M-V functional and the def2-TZVPD basis

The geometry in XYZ format:
```
65
Properties=species:S:1:pos:R:3:forces:R:3
Sn -1.056 -0.381 -1.559 0.23 0.12 -0.26
Br -6.436 -1.454 -2.942 -0.08 -0.22 0.09
C -5.759 0.119 -3.534 0.31 0.36 -0.02
C -6.439 0.910 -4.408 0.09 0.05 0.00
C -5.876 2.126 -4.861 0.22 -0.21 0.26
Br -6.855 3.071 -6.048 -0.19 0.20 -0.23
C -4.585 2.621 -4.408 -0.16 -0.10 -0.01
C -4.039 3.832 -4.835 0.08 0.04 -0.02
C -2.822 4.232 -4.312 -0.05 0.02 -0.06
C -2.182 3.402 -3.405 -0.03 -0.12 0.07
N -2.685 2.230 -2.991 0.05 0.11 0.02
C -3.854 1.861 -3.481 -0.07 -0.15 0.08
C -4.384 0.534 -3.008 -0.29 -0.26 -0.19
O -3.775 -0.207 -2.280 -0.22 0.37 0.03
H -7.413 0.615 -4.772 0.01 0.00 -0.02
H -4.547 4.445 -5.566 -0.02 0.03 0.04
H -2.375 5.173 -4.601 0.02 -0.02 -0.03
H -1.222 3.684 -2.988 -0.01 0.01 0.00
C -0.303 -4.237 0.564 0.00 0.01 -0.02
C -0.677 -3.981 1.871 0.00 0.02 0.02
C -1.203 -2.738 2.207 0.02 -0.05 -0.01
C -1.323 -1.777 1.225 -0.09 0.10 -0.01
N -0.953 -2.033 -0.044 0.10 -0.10 -0.06
C -0.464 -3.234 -0.372 0.03 -0.02 0.05
C -1.817 -0.395 1.465 0.05 -0.07 -0.01
C -2.279 0.046 2.693 0.00 -0.02 0.00
C -2.679 1.365 2.836 0.00 0.04 -0.03
C -2.608 2.221 1.746 -0.01 -0.01 0.06
C -2.143 1.720 0.550 0.01 0.00 -0.10
N -1.759 0.442 0.408 -0.07 0.06 0.09
H 0.111 -5.190 0.269 -0.01 0.00 0.00
H -0.559 -4.739 2.634 0.00 0.00 0.00
H -1.495 -2.538 3.226 0.01 0.02 0.00
H -0.191 -3.386 -1.410 0.01 0.00 0.00
H -2.326 -0.627 3.536 0.00 0.00 0.00
H -3.037 1.721 3.793 -0.01 0.00 0.00
H -2.904 3.257 1.820 0.01 0.00 0.01
H -2.068 2.345 -0.332 -0.02 -0.05 0.01
C 5.049 -2.815 3.464 0.02 -0.03 0.02
C 4.223 -1.602 3.858 -0.08 0.02 -0.10
N 3.935 -0.722 2.706 0.18 -0.12 0.10
C 4.658 0.553 2.637 0.00 -0.07 -0.05
C 6.144 0.397 2.355 0.02 0.00 0.00
C 3.018 -1.132 1.833 -0.18 0.02 -0.11
O 2.287 -2.116 1.972 0.07 0.08 0.10
C 2.798 -0.375 0.539 0.03 0.01 0.05
C 3.745 -0.149 -0.449 0.03 0.09 0.02
C 3.335 0.354 -1.680 0.02 0.02 0.01
C 1.991 0.555 -1.913 -0.03 -0.10 -0.06
N 1.064 0.317 -0.966 0.03 -0.23 0.34
C 1.478 -0.109 0.235 0.04 0.10 -0.11
H 5.245 -3.427 4.344 0.00 0.00 0.00
H 6.009 -2.527 3.037 -0.01 0.02 0.00
H 4.510 -3.427 2.741 0.01 0.00 0.00
H 4.741 -0.995 4.599 0.01 0.02 -0.01
H 3.271 -1.917 4.285 -0.01 0.01 0.01
H 4.520 1.047 3.600 -0.04 0.05 -0.02
H 4.181 1.185 1.889 0.00 -0.01 -0.01
H 6.650 -0.114 3.174 0.00 -0.02 -0.01
H 6.607 1.378 2.246 -0.01 0.00 0.03
H 6.329 -0.170 1.442 -0.01 -0.01 -0.01
H 4.787 -0.379 -0.274 0.01 0.03 0.00
H 4.051 0.557 -2.464 -0.01 -0.02 -0.01
H 1.631 0.876 -2.883 -0.01 0.02 0.01
H 0.726 -0.292 0.986 -0.02 -0.02 0.04
```
Positions in Å, forces in eV/Å.

Its energy relative to the best compared isomer or geometry (same formula, charge and spin) is 0.0 kJ/mol. Its charge is +3. The HOMO energy is -15.605 eV. Its spin multiplicity is 1. As for the total energy: -6906.4005 Ha.

Atomic partial charges in e from the natural (NBO) method, atoms 1 to 8:
1 Sn 1.440
2 Br 0.371
3 C -0.066
4 C -0.327
5 C 0.099
6 Br 0.421
7 C -0.115
8 C -0.083

---

C3H12N4 | the ωB97M-V functional and the def2-TZVPD basis

The geometry in XYZ format:
```
19
Properties=species:S:1:pos:R:3:forces:R:3
C -0.523 1.237 -1.154 2.05 -1.44 1.41
N -0.729 0.619 -2.419 -0.17 -0.48 -1.02
N -1.343 0.771 -0.093 -0.04 0.64 -0.32
H -2.205 0.312 -0.382 0.13 0.19 0.31
H -1.472 1.470 0.631 -0.38 -0.17 -0.30
H 0.120 0.204 -2.798 -0.27 0.16 0.23
H -1.448 -0.098 -2.469 0.00 0.29 0.24
H -0.404 2.320 -1.200 -0.08 -0.10 0.05
H 0.701 0.511 -0.592 -1.08 1.40 -0.47
N -0.683 -1.811 1.110 -0.25 0.08 0.00
N 2.382 0.230 1.024 0.32 0.70 -0.29
C 0.062 -0.628 1.205 1.54 -0.58 -0.67
C 1.229 -0.406 0.437 -1.37 -0.86 1.29
H -0.601 -2.260 0.207 -0.01 -0.01 0.06
H -1.659 -1.708 1.364 0.07 -0.03 -0.11
H 2.962 -0.420 1.542 -0.25 0.04 0.03
H 2.134 1.002 1.631 0.03 -0.09 -0.08
H -0.049 -0.100 2.146 -0.13 0.11 -0.11
H 1.527 -1.247 -0.188 -0.13 0.14 -0.24
```
Positions in Å, forces in eV/Å.

Its energy relative to the best compared isomer or geometry (same formula, charge and spin) is 376.8 kJ/mol. The HOMO energy is -6.132 eV. Its spin multiplicity is 1. As for the total energy: -340.3869 Ha.

Atomic partial charges in e from the natural (NBO) method, atoms 1 to 8:
1 C -0.065
2 N -0.865
3 N -0.786
4 H 0.366
5 H 0.383
6 H 0.367
7 H 0.348
8 H 0.164